No. 1
The following is a quantum chemistry calculation of C25H19IrN8SSe as an isolated structure in a non-equilibrium geometry, from the Open Molecules 2025 dataset.

Properties
2S+1: 6
highest occupied orbital energy (spin up / spin down): -8.592 / -10.716 eV
LUMO energy (spin up / spin down): -4.58 / -6.47 eV
DFT total energy: -4305.703546 a.u.
charge: +1
energy above the lowest of the compared OMol25 structures with the same formula, charge and spin: 24.6 kcal/mol
expectation value of S²: 8.8738
HOMO-LUMO gap (spin up / spin down): 4.0 / 4.2 eV

CARTESIAN COORDINATES (ANGSTROEM)
Ir: -1.05414 0.20509 -1.45053
C: -3.68984 -2.55781 -3.34833
C: -2.58414 -1.92171 -2.58233
N: -2.68934 -0.64601 -2.14853
N: -3.80014 0.02309 -2.42623
C: -3.82294 1.30179 -2.19553
N: -4.93844 2.01629 -2.37123
S: -2.35474 2.16469 -1.73293
C: -1.35754 -2.55191 -2.27733
C: -1.07834 -3.91431 -2.53503
C: 0.12466 -4.44981 -2.16323
C: 1.06756 -3.63071 -1.52423
C: 0.76686 -2.30241 -1.32923
N: -0.39144 -1.75441 -1.69433
H: -4.23704 -1.79681 -3.90123
H: -4.40124 -3.03801 -2.67543
H: -3.31174 -3.30841 -4.03643
H: -5.76974 1.56929 -2.71953
H: -4.92754 3.01259 -2.23423
H: -1.81804 -4.52271 -3.02863
H: 0.35376 -5.48421 -2.35903
H: 2.01586 -4.01941 -1.19643
H: 1.48186 -1.64691 -0.85143
N: 5.77496 0.30899 6.22747
C: 4.95736 0.38879 5.43027
C: 3.96186 0.45999 4.42547
C: 3.27706 1.65049 4.17887
C: 2.31686 1.68539 3.18607
C: 2.02806 0.54589 2.44367
C: 2.71486 -0.63871 2.69417
C: 3.67756 -0.68581 3.68207
C: 1.02096 0.57389 1.35967
C: -0.31744 0.36719 1.68337
C: -0.89044 0.44519 2.98927
C: -2.24584 0.31279 2.83317
C: -2.47244 0.09859 1.45837
N: -1.33234 0.13029 0.78037
C: 1.49376 0.91899 0.07607
C: 2.79886 1.36419 -0.24763
C: 2.75176 1.83919 -1.54663
C: 1.43126 1.65039 -1.99023
N: 0.68826 1.06219 -1.03233
H: 3.50076 2.53549 4.75687
H: 1.78486 2.60069 2.97437
H: 2.49256 -1.51991 2.11107
H: 4.21596 -1.60021 3.88377
H: -0.34864 0.64199 3.89097
H: -2.99804 0.36109 3.59177
H: -3.41314 -0.08941 0.97487
H: 3.64826 1.33539 0.40417
H: 3.55326 2.26269 -2.12013
H: 1.02486 1.86189 -2.96383
Se: 0.90746 4.06549 -0.55803
C: 0.37656 5.64499 -1.20523
N: 0.03596 6.67479 -1.59093

***

No. 2
The following is a quantum chemistry calculation of one molecule with the formula C25H19N3O3S in a non-equilibrium geometry, from the Open Molecules 2025 dataset.

Properties
2S+1: 1
highest occupied orbital energy: -7.975 eV
LUMO energy: -0.40 eV
DFT total energy: -1752.362215 a.u.
charge: 0
energy above the lowest of the compared OMol25 structures with the same formula, charge and spin: 0.0 kcal/mol
HOMO-LUMO gap: 7.6 eV
SMILES: Cc1ccc2nc(-c3ccc(NC(=O)CCN4C(=O)c5ccccc5C4=O)cc3)sc2c1

CARTESIAN COORDINATES (ANGSTROEM)
C: 8.01828 0.39003 -0.58304
C: 6.59098 0.30648 -0.13625
C: 6.14023 1.13905 0.89614
C: 4.84101 1.10206 1.34661
C: 3.94803 0.20870 0.75789
N: 2.63927 0.04923 1.08324
C: 2.05566 -0.84922 0.37707
C: 0.66431 -1.20516 0.49450
C: -0.12218 -0.58623 1.46937
C: -1.47076 -0.84730 1.55997
C: -2.07169 -1.72638 0.65894
N: -3.45494 -1.91299 0.59311
C: -4.41184 -1.19168 1.25606
O: -4.21374 -0.58541 2.28098
C: -5.75890 -1.17032 0.54239
C: -5.63158 -0.46764 -0.83082
N: -4.43886 0.34916 -0.90102
C: -4.23423 1.50132 -0.13732
O: -5.08911 2.06597 0.48801
C: -2.79875 1.82912 -0.31568
C: -2.02172 2.80718 0.26718
C: -0.66795 2.83501 -0.05578
C: -0.12141 1.92304 -0.94457
C: -0.90682 0.94196 -1.54078
C: -2.24423 0.90409 -1.20627
C: -3.30112 -0.05705 -1.58289
O: -3.24871 -1.02788 -2.29959
C: -1.28145 -2.38860 -0.28164
C: 0.06841 -2.13264 -0.36133
S: 3.10072 -1.63465 -0.83521
C: 4.40405 -0.63034 -0.28402
C: 5.71330 -0.58458 -0.72981
H: 8.25253 1.40067 -0.91523
H: 8.68681 0.14923 0.24275
H: 8.21315 -0.29940 -1.40019
H: 6.84006 1.82732 1.34744
H: 4.49845 1.74341 2.14277
H: 0.34626 0.11324 2.14274
H: -2.06953 -0.35508 2.30756
H: -3.75534 -2.44768 -0.21242
H: -6.44098 -0.61342 1.18433
H: -6.14121 -2.18309 0.41320
H: -6.50301 0.16749 -1.00346
H: -5.54893 -1.19284 -1.64474
H: -2.45224 3.51289 0.95998
H: -0.03013 3.57818 0.39816
H: 0.93322 1.96876 -1.17008
H: -0.48970 0.22513 -2.23027
H: -1.74090 -3.07717 -0.97538
H: 0.66734 -2.63628 -1.10613
H: 6.03986 -1.23568 -1.52649

***

No. 3
The following is a quantum chemistry calculation of C25H20BClN8OTi as an isolated structure, from the Open Molecules 2025 dataset.

Properties
2S+1: 1
highest occupied orbital energy: -7.076 eV
LUMO energy: -0.48 eV
DFT total energy: -2812.678400 a.u.
charge: 0
energy above the lowest of the compared OMol25 structures with the same formula, charge and spin: 1.5 kcal/mol
HOMO-LUMO gap: 6.6 eV

CARTESIAN COORDINATES (ANGSTROEM)
Ti: 0.06733 -0.22174 0.50823
Cl: -5.17141 -4.27534 1.59180
C: -3.62931 -3.47211 1.73582
C: -2.54858 -4.15065 2.28271
C: -1.31907 -3.52066 2.38259
C: -1.17225 -2.20824 1.93462
O: 0.00320 -1.57632 1.94332
C: -2.27552 -1.52174 1.41255
C: -1.95911 -0.11544 1.04874
N: -1.83933 0.24952 -0.27373
C: -1.97836 1.64646 -0.40316
C: -2.92429 2.20700 -1.22128
C: -3.06482 3.60619 -1.31872
C: -2.26421 4.45409 -0.60450
C: -1.26094 3.92352 0.23674
C: -0.35303 4.71388 0.97245
C: 0.62403 4.11210 1.70841
C: 0.72412 2.71463 1.70496
N: -0.11375 1.94628 1.05368
C: -1.12255 2.51870 0.32762
C: -3.50266 -2.16037 1.30659
H: -2.67714 -5.17269 2.61506
H: -0.45353 -4.03687 2.77874
H: -2.23908 0.64310 1.77819
H: -3.56528 1.54909 -1.79306
H: -3.82709 4.00845 -1.97457
H: -2.37816 5.52825 -0.68483
H: -0.43334 5.79383 0.93034
H: 1.33744 4.69645 2.27345
H: 1.52377 2.21404 2.23750
H: -4.35799 -1.64108 0.89222
C: 1.48300 1.93480 -3.31944
C: 0.61751 1.85306 -2.22455
N: 0.95569 0.83897 -1.42595
N: 2.03786 0.26550 -1.99464
C: 2.37126 0.90064 -3.12907
B: 2.65638 -1.02374 -1.43455
N: 3.11949 -0.77231 0.01424
C: 4.31936 -1.01765 0.56031
C: 4.23785 -0.77968 1.91844
C: 2.91540 -0.38178 2.12041
N: 2.25476 -0.37817 0.96467
N: 1.56235 -2.11801 -1.45112
C: 1.58285 -3.30388 -2.08000
C: 0.35604 -3.91206 -1.90510
C: -0.38028 -3.00241 -1.14342
N: 0.35727 -1.92719 -0.87808
H: 1.46020 2.64334 -4.12927
H: -0.22875 2.47814 -1.99900
H: 3.20969 0.56851 -3.71826
H: 3.59223 -1.36622 -2.10298
H: 5.14135 -1.35596 -0.04845
H: 5.01740 -0.88809 2.65220
H: 2.40292 -0.14026 3.03789
H: 2.46341 -3.62604 -2.61011
H: 0.03812 -4.86939 -2.27911
H: -1.39248 -3.07241 -0.77754

***

No. 4
The following is a quantum chemistry calculation of C25H20BF2HgP2S2 as an isolated structure in a non-equilibrium geometry, from the Open Molecules 2025 dataset.

Properties
2S+1: 2
highest occupied orbital energy (spin up / spin down): 0.158 / -0.965 eV
LUMO energy (spin up / spin down): 4.68 / 4.68 eV
DFT total energy: -2821.861726 a.u.
charge: -2
energy above the lowest of the compared OMol25 structures with the same formula, charge and spin: 14.5 kcal/mol
expectation value of S²: 0.7663
HOMO-LUMO gap (spin up / spin down): 4.5 / 5.6 eV

CARTESIAN COORDINATES (ANGSTROEM)
Hg: 0.10448 0.55536 -4.22637
S: 3.15210 -0.09998 -2.52965
P: 1.61111 -0.17617 -1.29446
C: 0.15249 -0.71683 -2.02001
P: -1.39318 -0.55131 -1.28821
S: -2.89181 -0.64824 -2.57879
C: -1.71999 0.87458 -0.17326
C: -1.54122 0.87382 1.20656
C: -1.75613 2.03114 1.94187
C: -2.15406 3.20051 1.31197
C: -2.33173 3.20941 -0.06482
C: -2.11251 2.05751 -0.80012
C: -1.70801 -1.99057 -0.17570
C: -0.96477 -3.14867 -0.37249
C: -1.28723 -4.31609 0.30429
C: -2.35795 -4.33423 1.18613
C: -3.11268 -3.18380 1.37923
C: -2.79593 -2.01979 0.69620
C: 1.96209 -1.41669 0.01376
C: 2.57525 -2.60325 -0.39535
C: 2.70082 -3.67378 0.47314
C: 2.19503 -3.58971 1.76576
C: 1.56448 -2.42373 2.17451
C: 1.44623 -1.34855 1.30789
C: 1.71281 1.41596 -0.38024
C: 1.10348 2.53556 -0.93563
C: 1.26666 3.78570 -0.35962
C: 2.07192 3.93523 0.75995
C: 2.72979 2.83153 1.28551
C: 2.55867 1.57973 0.71586
H: -1.25524 -0.03698 1.71678
H: -1.62056 2.01695 3.01798
H: -2.33144 4.09711 1.89496
H: -2.64224 4.11940 -0.56493
H: -2.25646 2.05259 -1.87503
H: -0.13822 -3.11658 -1.07322
H: -0.70313 -5.21486 0.14160
H: -2.61451 -5.24578 1.71516
H: -3.95708 -3.19860 2.06065
H: -3.41044 -1.13574 0.81653
H: 2.95962 -2.65229 -1.40732
H: 3.19740 -4.58148 0.14685
H: 2.30045 -4.42112 2.45346
H: 1.16576 -2.34805 3.18062
H: 0.96375 -0.43911 1.64188
H: 0.50846 2.42948 -1.83606
H: 0.76893 4.64494 -0.79303
H: 2.20560 4.91001 1.21621
H: 3.39053 2.95269 2.13777
H: 3.09860 0.72826 1.11014
F: -1.07583 4.26134 -4.34197
B: -0.03233 3.43914 -4.66662
F: 0.69818 4.09400 -5.62029